# 1
DFT (the ωB97M-V functional and the def2-TZVPD basis) results for a cluster of 4 separate species, C27H56N4O7 in total at a distorted geometry.

Values from the calculation:
SMILES string = CC[C@@H](C)OC(=O)OCCCNCc1ccccc1O.COC[C@@H](C)N.COC[C@@H](C)N.COC[C@@H](C)N
strongest force on any atom = 5.51 eV Å⁻¹
E_tot = -49191.9627 eV
LUMO = 0.6 eV
orbital gap = 9.00 eV

Structure (XYZ):
```
94
C27H56N4O7 | the Open Molecules 2025 dataset | the ωB97M-V functional and the def2-TZVPD basis
C 4.590 0.888 4.079
C 3.480 -0.240 3.771
C 3.442 -0.749 2.250
C 2.993 -2.324 2.313
O 2.449 -0.091 1.409
C 2.467 1.325 1.549
O 3.218 2.084 0.866
O 1.550 1.863 2.505
C 0.916 3.080 2.016
C -0.298 3.429 3.019
C -1.319 2.192 3.267
N -2.454 2.222 2.256
C -2.811 0.846 1.785
C -3.701 0.000 2.807
C -3.561 -0.018 4.347
C -4.455 -0.921 5.253
C -5.531 -1.871 4.632
C -5.718 -1.860 3.086
C -4.812 -0.946 2.205
O -5.034 -1.015 0.786
H 4.020 1.893 4.169
H 5.138 0.754 5.070
H 5.285 1.020 3.175
H 2.420 0.083 4.101
H 3.737 -1.136 4.457
H 4.513 -0.721 1.830
H 3.394 -2.861 3.234
H 3.170 -2.871 1.328
H 1.842 -2.282 2.446
H 1.689 3.926 2.133
H 0.629 3.058 0.912
H 0.109 3.705 4.066
H -0.930 4.278 2.580
H -0.789 1.178 3.303
H -1.818 2.417 4.287
H -2.008 2.668 1.425
H -1.841 0.252 1.582
H -3.343 0.982 0.767
H -2.789 0.633 4.868
H -4.274 -0.898 6.380
H -6.189 -2.572 5.245
H -6.496 -2.522 2.558
H -5.505 -0.197 0.494
C -0.305 1.886 -3.867
O 0.265 1.894 -2.568
C 0.306 0.615 -1.940
C 1.473 -0.282 -2.394
C 1.271 -0.903 -3.774
N 2.740 0.452 -2.380
H -1.118 1.159 -3.950
H 0.463 1.690 -4.617
H -0.708 2.882 -4.064
H 0.439 0.819 -0.870
H -0.660 0.105 -2.038
H 1.548 -1.108 -1.678
H 1.451 -0.196 -4.586
H 1.965 -1.737 -3.918
H 0.255 -1.295 -3.883
H 2.922 0.771 -1.428
H 2.593 1.317 -2.902
C 4.351 -4.899 -3.250
O 5.294 -5.495 -2.375
C 6.373 -4.644 -2.002
C 6.037 -3.638 -0.881
C 5.191 -2.464 -1.348
N 5.356 -4.284 0.245
H 4.822 -4.207 -3.954
H 3.574 -4.391 -2.676
H 3.867 -5.696 -3.820
H 7.157 -5.313 -1.628
H 6.791 -4.141 -2.882
H 6.986 -3.231 -0.517
H 4.139 -2.729 -1.475
H 5.227 -1.656 -0.610
H 5.559 -2.063 -2.296
H 5.967 -5.002 0.632
H 4.572 -4.815 -0.137
C -6.953 2.480 -1.331
O -5.715 1.793 -1.221
C -5.210 1.286 -2.451
C -4.496 2.333 -3.325
C -5.444 3.289 -4.047
N -3.540 3.115 -2.534
H -7.601 2.041 -2.094
H -6.778 3.537 -1.540
H -7.461 2.419 -0.367
H -4.472 0.525 -2.171
H -5.996 0.761 -3.007
H -3.941 1.789 -4.097
H -5.847 4.061 -3.389
H -4.917 3.803 -4.856
H -6.284 2.746 -4.491
H -2.845 2.480 -2.144
H -4.039 3.463 -1.714
```

Results of the Löwdin charge analysis, in e, for atoms 1 through 4: atom 1 (C): -0.108, atom 2 (C): -0.199, atom 3 (C): -0.322, atom 4 (C): -0.049

=====

# 2
DFT (the ωB97M-V functional and the def2-TZVPD basis) results for a cluster of 5 separate species, C27H57B3N4O8 in total at a distorted geometry.

Values from the calculation:
SMILES string = C#CCB1OBOB(CCCCCCCCCCCOC)O1.CN(C)C=O.CN(C)C=O.CN(C)C=O.CN(C)C=O
strongest force on any atom = 6.85 eV Å⁻¹
E_tot = -53292.5335 eV
LUMO = 0.5 eV
orbital gap = 9.48 eV

Structure (XYZ):
```
99
C27H57B3N4O8 | the Open Molecules 2025 dataset | the ωB97M-V functional and the def2-TZVPD basis
C 1.727 -1.022 2.127
C 2.679 -0.334 1.517
C 3.695 0.548 0.600
B 3.824 -0.236 -0.825
O 4.490 0.324 -2.015
B 3.546 0.145 -3.105
O 2.209 -0.412 -2.985
B 2.089 -1.327 -1.865
C 0.730 -2.182 -1.493
C -0.461 -1.998 -2.574
C -1.899 -1.842 -1.792
C -2.564 -0.398 -2.089
C -3.362 0.253 -0.845
C -2.579 0.217 0.565
C -1.102 0.872 0.551
C -0.969 2.257 -0.273
C 0.315 2.154 -1.295
C 0.416 3.588 -2.030
C 0.956 3.551 -3.552
O 0.827 2.272 -4.225
C -0.527 2.039 -4.704
O 3.245 -1.580 -0.990
H 0.953 -1.866 2.354
H 3.338 1.637 0.465
H 4.745 0.590 1.069
H 3.879 0.534 -4.182
H 1.059 -3.292 -1.356
H 0.337 -1.805 -0.478
H -0.275 -1.105 -3.303
H -0.447 -2.944 -3.255
H -2.612 -2.642 -2.257
H -1.806 -2.113 -0.678
H -3.357 -0.569 -2.930
H -1.761 0.283 -2.555
H -3.672 1.329 -1.178
H -4.374 -0.323 -0.741
H -2.516 -0.871 0.973
H -3.228 0.795 1.346
H -0.270 0.145 0.204
H -0.852 1.130 1.663
H -1.929 2.610 -0.796
H -0.680 3.112 0.470
H 0.082 1.264 -1.985
H 1.302 1.963 -0.739
H 1.186 4.222 -1.416
H -0.603 4.148 -1.915
H 2.035 3.941 -3.654
H 0.292 4.304 -4.153
H -1.233 2.678 -4.049
H -0.586 2.393 -5.815
H -0.833 0.921 -4.684
C 2.838 8.874 -2.016
N 2.335 7.883 -1.087
C 1.251 8.244 -0.195
C 2.850 6.618 -1.026
O 2.473 5.740 -0.270
H 3.209 9.734 -1.452
H 2.023 9.191 -2.672
H 3.649 8.466 -2.623
H 1.582 8.118 0.839
H 0.402 7.579 -0.375
H 0.947 9.279 -0.359
H 3.667 6.449 -1.745
C -1.486 -6.477 1.682
N -1.775 -5.065 1.543
C -2.994 -4.662 0.867
C -0.937 -4.103 2.028
O -1.121 -2.899 1.944
H -1.421 -6.926 0.687
H -2.294 -6.951 2.245
H -0.542 -6.635 2.208
H -2.735 -4.044 0.003
H -3.604 -4.069 1.553
H -3.558 -5.539 0.536
H -0.043 -4.518 2.522
C 6.513 0.478 4.644
N 6.220 1.890 4.504
C 5.001 2.289 3.830
C 7.057 2.856 4.989
O 6.870 4.057 4.905
H 6.578 0.029 3.650
H 5.707 0.002 5.209
H 7.458 0.324 5.169
H 5.258 2.908 2.966
H 4.390 2.881 4.516
H 4.438 1.413 3.501
H 7.953 2.445 5.482
C -8.030 -7.814 1.571
N -6.864 -6.997 1.304
C -6.798 -5.664 1.870
C -5.826 -7.443 0.537
O -4.819 -6.807 0.275
H -8.918 -7.301 1.192
H -8.123 -7.959 2.650
H -7.946 -8.788 1.085
H -6.705 -4.936 1.059
H -5.914 -5.590 2.510
H -7.694 -5.449 2.455
H -5.977 -8.467 0.158
```

Results of the Löwdin charge analysis, in e, for atoms 1 through 4: atom 1 (C): 0.078, atom 2 (C): -0.090, atom 3 (C): -0.054, atom 4 (B): -0.412

=====

# 3
DFT (the ωB97M-V functional and the def2-TZVPD basis) results for a cluster of 5 separate species, C27H57BF5N5O7P in total at a distorted geometry.

Values from the calculation:
strongest force on any atom = 9.05 eV Å⁻¹
E_tot = -74244.9104 eV
LUMO = -3.9 eV
net charge = +1
orbital gap = 6.60 eV

Structure (XYZ):
```
103
C27H57BF5N5O7P | the Open Molecules 2025 dataset | the ωB97M-V functional and the def2-TZVPD basis
C -0.667 2.657 1.576
C -1.005 1.458 0.513
C -0.048 0.134 0.622
C 1.365 0.353 1.422
C 2.549 1.083 0.494
P 4.163 1.434 1.476
C 3.603 2.401 3.071
C 4.883 2.907 3.987
C 4.690 2.547 5.603
C 3.217 3.023 6.152
O 2.192 1.967 6.164
C 2.498 0.903 7.137
C 1.762 -0.559 6.900
O 3.299 1.066 8.227
B 5.086 -0.151 2.064
O 4.474 -0.918 3.195
N 6.395 -0.638 1.469
C 7.568 -0.476 2.411
C 6.291 -2.044 0.907
C 5.344 2.545 0.404
F 4.529 3.727 -0.031
F 6.493 3.011 1.257
C 5.945 1.773 -0.912
F 5.127 0.637 -1.400
F 7.328 1.286 -0.703
F 6.015 2.772 -2.037
H -0.468 2.200 2.645
H 0.177 3.370 1.190
H -1.672 3.293 1.691
H -2.112 1.090 0.769
H -1.077 1.867 -0.602
H -0.595 -0.823 1.057
H 0.245 -0.162 -0.496
H 1.256 0.854 2.487
H 1.797 -0.739 1.637
H 2.834 0.260 -0.321
H 2.158 2.016 -0.095
H 2.958 1.632 3.686
H 2.965 3.314 2.649
H 5.038 4.049 3.783
H 5.907 2.377 3.682
H 4.944 1.415 5.794
H 5.534 3.164 6.178
H 2.849 3.904 5.453
H 3.283 3.482 7.240
H 1.108 -0.518 5.905
H 2.572 -1.390 6.728
H 1.034 -0.798 7.801
H 5.119 -1.647 3.504
H 8.526 -0.059 1.833
H 7.372 0.290 3.287
H 7.892 -1.494 2.944
H 6.415 -1.982 -0.270
H 5.213 -2.439 1.173
H 7.090 -2.787 1.358
C -0.710 4.960 -1.595
O -0.568 3.989 -0.862
N 0.313 5.699 -2.149
C 0.061 6.837 -3.009
C 1.683 5.328 -1.863
H -1.711 5.327 -1.877
H 0.517 6.649 -3.986
H 0.511 7.726 -2.559
H -1.012 7.003 -3.139
H 1.852 4.302 -2.202
H 1.846 5.374 -0.783
H 2.380 6.002 -2.370
C -1.678 -3.416 0.511
O -1.125 -2.523 1.140
N -1.184 -4.690 0.328
C -1.903 -5.692 -0.431
C 0.093 -5.039 0.913
H -2.655 -3.257 0.025
H -2.110 -6.547 0.218
H -1.281 -6.011 -1.273
H -2.847 -5.295 -0.814
H 0.037 -4.903 1.997
H 0.862 -4.370 0.514
H 0.353 -6.076 0.684
C -5.366 -3.903 -1.525
O -4.170 -3.886 -1.265
N -5.909 -3.870 -2.792
C -7.339 -3.893 -3.017
C -5.023 -3.809 -3.935
H -6.127 -3.949 -0.730
H -7.588 -4.772 -3.619
H -7.628 -2.986 -3.554
H -7.886 -3.940 -2.071
H -4.367 -4.685 -3.925
H -4.407 -2.908 -3.861
H -5.595 -3.788 -4.867
C -9.826 -2.475 -5.811
O -9.117 -2.882 -4.899
N -9.377 -1.864 -6.962
C -10.283 -1.410 -7.996
C -7.953 -1.670 -7.145
H -10.924 -2.572 -5.773
H -10.041 -1.926 -8.930
H -10.156 -0.331 -8.128
H -11.322 -1.618 -7.729
H -7.455 -2.644 -7.120
H -7.569 -1.058 -6.323
H -7.750 -1.176 -8.099
```

Results of the Löwdin charge analysis, in e, for atoms 1 through 4: atom 1 (C): -0.161, atom 2 (C): -0.243, atom 3 (C): -0.198, atom 4 (C): -0.215